Entry 1:
5
Properties=species:S:1:pos:R:3:lowdin_charge:R:1 method="wB97M-V/def2-TZVPD" max_force_ev_per_a=4.3 de_lowest_kj_mol=699.5 homo_lumo_gap_ev="8.6 / 8.1" multiplicity=1
O -0.769 1.309 -0.157 -0.289
F -1.732 0.399 -0.018 -0.213
P 1.264 -0.047 0.032 0.758
H 0.705 -1.080 -1.032 -0.095
H 0.531 -0.581 1.176 -0.161

Entry 2:
5
Properties=species:S:1:pos:R:3:lowdin_charge:R:1 method="wB97M-V/def2-TZVPD" max_force_ev_per_a=7.7 de_lowest_kj_mol=0.0 homo_lumo_gap_ev=10.3 total_charge=+1 multiplicity=1
H 0.032 0.805 0.659 0.214
F -0.143 -1.463 1.237 -0.477
Sn -0.371 -1.176 -0.566 1.359
O -0.089 0.675 -0.410 -0.214
H 0.570 1.160 -0.920 0.117

Entry 3:
7
Properties=species:S:1:pos:R:3:lowdin_charge:R:1 method="wB97M-V/def2-TZVPD" max_force_ev_per_a=3.2 de_lowest_kj_mol=286.9 homo_lumo_gap_ev="5.9 / 5.9" multiplicity=1
F 0.576 0.279 1.412 -0.381
P 0.772 0.432 -0.189 -0.042
S 2.487 1.285 -0.404 0.234
S -2.284 1.379 -0.336 0.291
S 0.888 -1.569 -0.828 0.391
H -2.688 0.220 0.000 -0.375
H 0.249 -2.026 0.345 -0.117

Entry 4:
7
Properties=species:S:1:pos:R:3:lowdin_charge:R:1 method="wB97M-V/def2-TZVPD" max_force_ev_per_a=2.9 de_lowest_kj_mol=341.1 homo_lumo_gap_ev="9.9 / 7.8" multiplicity=1
N -0.871 0.432 -1.644 -0.055
O 0.431 0.713 1.947 -0.368
F 0.996 -1.311 0.952 -0.409
P 1.108 0.284 0.468 0.919
H -0.305 0.346 -2.483 -0.071
H -1.061 -0.593 -1.332 -0.028
H -0.299 0.129 2.091 0.011